{
  "formula": "C8H10FN",
  "method": "ωB97M-V/def2-TZVPD",
  "elements": ["C", "C", "C", "C", "C", "C", "C", "C", "N", "F", "H", "H", "H", "H", "H", "H", "H", "H", "H", "H"],
  "coordinates": [[-1.755, -1.970, 0.089], [-0.685, -2.754, 0.142], [-1.315, -0.553, -0.026], [0.143, -0.685, 0.030], [1.056, 0.345, 0.025], [-2.016, 0.599, -0.085], [2.537, 0.138, -0.075], [-2.091, 2.063, 0.097], [0.517, -2.012, 0.164], [-4.244, 0.054, -0.464], [-2.845, -2.314, -0.060], [-0.660, -3.792, 0.201], [0.656, 1.365, -0.119], [2.852, -0.422, -0.838], [2.778, -0.303, 0.905], [3.075, 1.102, -0.202], [-2.696, 2.393, -0.778], [-2.613, 2.420, 1.038], [-0.990, 2.306, 0.147], [1.266, -2.054, 0.792]],
  "forces_ev_per_angstrom": [[-2.997, 0.051, -1.367], [0.924, 1.276, 0.972], [-2.059, 0.772, 0.387], [2.218, 3.402, 0.189], [-1.767, -0.536, -1.442], [-1.040, -2.103, 0.527], [-1.148, 2.967, 3.741], [-0.718, -1.055, -0.107], [-1.613, 0.398, -1.616], [2.886, 0.635, 0.589], [2.057, 0.836, 0.380], [0.045, -1.536, 0.104], [0.388, -0.736, 0.248], [0.898, -2.702, -2.911], [0.838, 0.024, -0.381], [-0.402, -0.499, 0.472], [0.921, 0.497, 0.497], [0.702, -0.787, -0.966], [-1.176, 0.395, -0.372], [1.042, -1.301, 1.057]],
  "mulliken_charge": [-0.6180, -0.3178, 0.8573, 0.5047, -0.3168, 0.0926, -1.4381, -0.8572, -0.2346, -0.6549, 0.3789, 0.4850, -0.0354, 0.3865, 0.3350, 0.3467, 0.2938, 0.2649, 0.3014, 0.2260],
  "fmax_ev_per_a": 4.91,
  "e_homo_ev": -8.11,
  "lumo_energy_ev": -0.775
}